1.
Density functional theory data (the ωB97M-V functional and the def2-TZVPD basis) for a single C9H18P2 molecule.

CARTESIAN COORDINATES (ANGSTROEM)
C (-1.90, 0.26, -1.71)
C (-1.61, -0.08, -0.23)
P (-3.09, -0.24, 0.65)
P (-4.95, -0.29, -0.27)
C (-0.29, -0.06, 0.43)
C (0.49, 1.23, -0.22)
C (-0.30, 2.48, 0.01)
C (1.85, 1.28, 0.42)
C (0.36, -1.46, 0.42)
C (1.09, -1.89, -0.80)
C (1.25, -1.75, 1.71)
H (-1.02, 0.14, -2.30)
H (-2.26, 1.31, -1.95)
H (-2.69, -0.42, -2.01)
H (-0.63, 0.20, 1.50)
H (0.66, 0.99, -1.21)
H (-0.21, 3.32, -0.68)
H (-1.29, 2.16, 0.10)
H (-0.11, 2.72, 1.07)
H (2.45, 2.10, 0.23)
H (2.45, 0.58, -0.01)
H (1.87, 1.19, 1.54)
H (-0.58, -2.15, 0.59)
H (2.20, -1.51, -0.85)
H (0.72, -1.66, -1.74)
H (1.28, -2.98, -0.75)
H (1.27, -2.84, 1.72)
H (0.77, -1.38, 2.61)
H (2.25, -1.21, 1.71)

Properties
Relative energy (zero: lowest compared OMol25 entry of this formula, charge and spin) (kJ/mol): 156.00
Calculated total energy (eV): -28197.86657
Total charge: 0
HOMO (spin up / spin down) (eV): -7.76 / -7.68

2.
Density functional theory data (the ωB97M-V functional and the def2-TZVPD basis) for a single C9H18Si molecule.

CARTESIAN COORDINATES (ANGSTROEM)
C (-1.19, -0.61, -0.57)
C (-0.08, -0.16, -0.06)
C (-1.83, -1.12, -1.76)
C (2.50, -0.53, 0.12)
C (1.64, 1.66, -0.51)
C (1.48, -0.27, -2.23)
C (-1.62, -1.33, 2.61)
C (-1.94, 1.72, 1.82)
C (1.38, 0.16, -0.71)
Si (-1.32, -0.07, 1.29)
H (-2.62, -0.44, -2.03)
H (-2.31, -2.06, -1.56)
H (-1.14, -1.37, -2.54)
H (3.58, -0.46, -0.33)
H (2.53, -0.20, 1.15)
H (2.33, -1.60, -0.05)
H (2.28, 2.05, -1.29)
H (1.98, 2.12, 0.47)
H (0.58, 2.12, -0.56)
H (2.49, -0.28, -2.60)
H (0.88, 0.43, -2.92)
H (1.10, -1.28, -2.32)
H (-0.54, -1.66, 2.94)
H (-2.10, -0.89, 3.47)
H (-2.07, -2.21, 2.19)
H (-1.78, 2.44, 1.06)
H (-2.96, 1.78, 2.23)
H (-1.25, 2.02, 2.68)

Properties
2S+1: 3
Relative energy (zero: lowest compared OMol25 entry of this formula, charge and spin) (kJ/mol): 61.55
Calculated total energy (eV): -17495.61251
Total charge: 0
HOMO (spin up / spin down) (eV): -3.29 / -9.20

3.
Density functional theory data (the ωB97M-V functional and the def2-TZVPD basis) for 2 unconnected molecules or ions with the total composition C9H19ClN.

CARTESIAN COORDINATES (ANGSTROEM)
C (2.29, -0.59, 1.55)
C (1.26, -0.21, 0.88)
C (-2.41, -0.31, 1.26)
C (-0.52, 1.20, 2.03)
C (0.11, 0.38, -3.93)
C (1.23, 1.86, -2.28)
C (0.06, -2.25, 0.73)
C (-0.94, -0.19, 1.80)
C (0.20, 1.14, -2.70)
N (-0.02, -0.80, 0.68)
Cl (-1.06, 1.00, -1.61)
H (2.39, -1.55, 2.13)
H (3.09, 0.10, 1.67)
H (-3.15, -0.22, 2.01)
H (-2.75, 0.61, 0.64)
H (-2.56, -1.19, 0.68)
H (0.48, 1.33, 2.47)
H (-1.13, 1.71, 2.76)
H (-0.41, 1.85, 1.15)
H (0.00, -0.65, -3.63)
H (1.05, 0.43, -4.37)
H (-0.76, 0.70, -4.55)
H (1.33, 0.72, 0.19)
H (2.04, 1.68, -2.92)
H (1.18, 2.40, -1.35)
H (0.28, -2.62, -0.30)
H (0.83, -2.51, 1.48)
H (-0.89, -2.68, 0.97)
H (-0.76, -0.80, 2.77)
H (-0.47, -0.54, -0.19)

Properties
Relative energy (zero: lowest compared OMol25 entry of this formula, charge and spin) (kJ/mol): 0.00
Calculated total energy (eV): -23644.72560
Total charge: +1
HOMO (eV): -12.81

4.
Density functional theory data (the ωB97M-V functional and the def2-TZVPD basis) for 3 unconnected molecules or ions with the total composition C9H19ClN3O.

CARTESIAN COORDINATES (ANGSTROEM)
C (-1.85, 2.87, -1.05)
C (-0.87, 1.97, -0.36)
O (-0.07, 1.40, -1.01)
N (-0.86, 1.91, 1.16)
H (-1.54, 2.54, 1.55)
H (-1.25, 1.09, 1.61)
C (0.54, 2.10, 1.73)
H (-1.60, 2.96, -2.11)
H (-1.67, 3.86, -0.63)
H (-2.84, 2.50, -0.80)
H (0.87, 3.07, 1.35)
H (1.23, 1.35, 1.32)
H (0.50, 2.08, 2.82)
C (-1.47, -1.09, -2.59)
C (-0.99, -2.14, -1.53)
N (0.25, -1.81, -0.84)
C (1.40, -1.18, -1.33)
C (2.28, -1.05, -0.29)
N (1.73, -1.56, 0.80)
C (0.51, -2.07, 0.43)
C (2.31, -1.50, 2.13)
H (-0.66, -0.76, -3.24)
H (-1.95, -0.27, -2.07)
H (-2.15, -1.52, -3.32)
H (-0.73, -3.04, -2.08)
H (-1.78, -2.38, -0.81)
H (1.45, -0.95, -2.38)
H (3.27, -0.61, -0.27)
H (-0.17, -2.48, 1.17)
H (3.22, -2.10, 2.21)
H (1.62, -2.01, 2.80)
H (2.41, -0.46, 2.46)
Cl (-1.15, -0.71, 3.18)

Properties
2S+1: 2
Calculated total energy (eV): -28678.17299
Total charge: 0
HOMO (spin up / spin down) (eV): -3.65 / -8.01

5.
Density functional theory data (the ωB97M-V functional and the def2-TZVPD basis) for a molecular structure, C9H19INOPt.

CARTESIAN COORDINATES (ANGSTROEM)
Pt (-0.65, 4.58, -1.45)
I (-1.27, 2.68, -1.82)
C (0.87, 0.06, -1.87)
C (0.10, -0.95, -1.01)
C (1.21, -1.73, -0.22)
C (1.74, -0.97, 1.03)
C (0.59, -0.56, 1.91)
C (-0.42, 0.37, 1.09)
N (-0.93, -0.26, -0.17)
O (-2.00, 0.39, -0.83)
C (-1.56, 0.39, 2.07)
C (0.08, 1.86, 0.93)
C (-0.63, -1.99, -1.90)
H (0.30, 0.90, -2.28)
H (1.62, 0.57, -1.28)
H (1.44, -0.42, -2.67)
H (0.92, -2.73, 0.13)
H (2.09, -1.71, -0.86)
H (2.39, -1.59, 1.66)
H (2.28, -0.04, 0.88)
H (1.10, 0.13, 2.58)
H (0.08, -1.44, 2.31)
H (-1.26, 0.67, 3.08)
H (-2.15, -0.53, 2.08)
H (-2.33, 1.12, 1.86)
H (-0.64, 2.54, 0.49)
H (0.90, 1.95, 0.22)
H (0.27, 2.26, 1.93)
H (-1.53, -2.49, -1.54)
H (-1.06, -1.47, -2.76)
H (0.03, -2.75, -2.31)
H (-1.58, 1.15, -1.26)

Properties
2S+1: 3
Relative energy (zero: lowest compared OMol25 entry of this formula, charge and spin) (kJ/mol): 484.10
Calculated total energy (eV): -24509.81536
Total charge: +1
HOMO (spin up / spin down) (eV): -12.45 / -12.19

6.
Density functional theory data (the ωB97M-V functional and the def2-TZVPD basis) for 2 unconnected molecules or ions with the total composition C9H19N.

CARTESIAN COORDINATES (ANGSTROEM)
C (1.80, 0.47, -0.61)
C (0.42, 0.68, -0.19)
C (-1.85, -0.01, 0.74)
C (-0.63, 0.00, -0.97)
C (0.77, -1.27, 1.40)
C (2.36, -0.82, -1.12)
C (2.70, 1.65, -0.81)
C (-2.53, 1.33, 0.60)
C (-2.70, -1.20, 0.35)
N (0.61, 0.14, 1.12)
H (0.20, 1.75, -0.10)
H (-1.55, -0.13, 1.78)
H (-1.13, 0.56, -1.75)
H (-0.49, -1.05, -1.19)
H (0.25, -1.49, 2.34)
H (1.82, -1.51, 1.58)
H (0.40, -1.97, 0.64)
H (1.64, -1.64, -1.15)
H (2.78, -0.70, -2.12)
H (3.18, -1.16, -0.47)
H (2.90, 1.82, -1.87)
H (2.28, 2.56, -0.40)
H (3.67, 1.47, -0.33)
H (-3.36, 1.40, 1.31)
H (-2.92, 1.49, -0.40)
H (-1.84, 2.15, 0.84)
H (-3.10, -1.10, -0.66)
H (-2.14, -2.13, 0.41)
H (-3.55, -1.29, 1.04)

Properties
Relative energy (zero: lowest compared OMol25 entry of this formula, charge and spin) (kJ/mol): 490.90
Calculated total energy (eV): -11125.88963
Total charge: 0
HOMO (spin up / spin down) (eV): -8.01 / -7.48